Density functional theory data (ωB97M-V/def2-TZVPD) for C20H33IIrN3O5Si3 as an isolated structure at a distorted geometry.

Each line ends with the natural charge from an NBO analysis.
Positions of all 66 atoms, in Å:
Ir -0.6549 0.1272 -0.0951  1.2251
O -5.9533 -4.3685 0.2173  -0.7250
C -6.1533 -3.1531 0.3445  0.7438
O -7.1458 -2.4196 0.3666  -0.7133
C -4.7934 -2.3479 0.4954  -0.0040
C -3.5969 -3.0349 0.6780  -0.2150
C -2.4195 -2.3219 0.7227  0.0217
N -2.3961 -0.9913 0.5579  -0.4410
C -3.5478 -0.3290 0.4143  0.0630
C -4.7714 -0.9620 0.3941  -0.1896
C -3.4164 1.1473 0.2524  0.7545
O -4.3190 1.8856 0.5371  -0.5456
O -2.2506 1.5139 -0.2457  -0.7192
H -3.5998 -4.1118 0.7726  0.2658
H -1.4700 -2.8150 0.8934  0.2070
H -5.6866 -0.3941 0.2989  0.2794
C -1.2516 0.4682 3.3045  -0.2351
O -0.3678 0.4407 2.1848  -0.8977
Si 1.3036 0.2713 2.1813  2.0199
C 1.7296 -1.3624 2.9850  -1.1707
C 2.1178 1.5661 3.2513  -1.1798
C 1.4423 0.4081 0.3404  -1.8950
Si 2.2974 -1.0030 -0.6012  1.7422
C 1.2040 -2.5534 -0.4808  -1.1291
C 2.5922 -0.7223 -2.4355  -1.1304
C 3.9841 -1.3887 0.1349  -1.1319
Si 1.7443 2.1736 -0.3021  1.7397
C 0.4513 3.3568 0.3857  -1.1439
C 1.7120 2.3641 -2.1758  -1.1245
C 3.4578 2.7565 0.2185  -1.1298
H -0.9100 1.2060 4.0312  0.1948
H -1.2970 -0.5126 3.7797  0.1905
H -2.2459 0.7438 2.9611  0.2096
H 1.4745 -1.3304 4.0475  0.2506
H 2.7955 -1.5815 2.9218  0.2505
H 1.1894 -2.2002 2.5400  0.2422
H 1.8646 1.4056 4.3022  0.2497
H 1.8119 2.5788 2.9867  0.2465
H 3.2053 1.5110 3.1672  0.2564
H 0.1452 -2.2838 -0.5220  0.2118
H 1.3684 -3.0823 0.4608  0.2409
H 1.3948 -3.2557 -1.2961  0.2445
H 1.7142 -0.3592 -2.9647  0.2318
H 2.8947 -1.6650 -2.8989  0.2450
H 3.3993 -0.0065 -2.6023  0.2395
H 3.9158 -1.6870 1.1806  0.2298
H 4.6452 -0.5200 0.0824  0.2379
H 4.4605 -2.2055 -0.4127  0.2448
H -0.5602 2.9638 0.2765  0.2528
H 0.4915 4.3201 -0.1281  0.2440
H 0.6061 3.5426 1.4513  0.2321
H 0.8970 1.8196 -2.6522  0.2193
H 2.6425 2.0289 -2.6334  0.2406
H 1.5903 3.4228 -2.4193  0.2435
H 3.5335 2.9069 1.2959  0.2346
H 3.6829 3.7105 -0.2653  0.2433
H 4.2329 2.0434 -0.0740  0.2334
I -0.1520 -0.8234 -6.1876  0.2332
C -0.7479 -0.1416 -4.3345  -0.2922
C -1.2776 1.0982 -4.0238  -0.0152
N -1.4884 1.1092 -2.7067  -0.3084
N -1.1336 -0.0572 -2.1453  -0.2739
C -0.6779 -0.8322 -3.1261  -0.0175
H -1.4879 1.9446 -4.6550  0.2515
H -1.8855 1.8224 -2.0996  0.4707
H -0.3342 -1.8345 -2.9323  0.2500

The value obtained for the total energy is -2592.9402 hartree. The calculation puts the LUMO energy (spin up / spin down) at -2.216 / -2.218 eV. For the energy above the lowest of the compared OMol25 structures with the same formula, charge and spin, the calculation gives 0.339 eV.

Density functional theory data (ωB97M-V/def2-TZVPD) for one molecule with the formula C3H5NO2 at a distorted geometry.

Each line ends with the natural charge from an NBO analysis.
Positions of all 11 atoms, in Å:
C -0.8482 -0.7571 0.2914  -0.0288
C -2.0847 -0.7013 -0.1975  -0.4175
C 1.4666 0.1736 -0.0094  0.5248
H -1.2813 1.5860 -0.1562  0.4750
H -0.4756 -1.4810 1.0601  0.2306
H -2.4111 0.1700 -0.7169  0.1724
H -2.9597 -1.3181 -0.0435  0.2228
H 1.8672 1.0834 0.0180  0.1256
N 0.0807 0.2698 -0.0983  -0.1951
O -0.3435 1.5918 0.1304  -0.5513
O 2.0302 -0.8692 -0.1280  -0.5585

As for the SMILES: C=CN(O)C=O. The value obtained for the total energy is -322.4398 hartree. The calculation puts the LUMO energy at 0.712 eV. For the energy above the lowest of the compared OMol25 structures with the same formula, charge and spin, the calculation gives 3.660 eV.

Density functional theory data (ωB97M-V/def2-TZVPD) for one molecule with the formula C9H13NO3 at a distorted geometry.

Each line ends with the natural charge from an NBO analysis.
Positions of all 26 atoms, in Å:
C -2.4595 0.1936 0.0490  0.0011
C -1.9640 -1.1974 -0.0636  0.7516
C 2.8968 -0.2624 0.0289  -0.3921
C 2.0938 -0.4044 -1.2795  -0.4137
C 2.0809 -0.6003 1.2641  -0.3872
C 0.8807 0.5170 -1.2365  -0.4782
C 0.7145 0.1697 1.2781  -0.4684
C 0.0479 -0.0226 -0.0818  0.5037
C -3.8878 0.5628 -0.0507  -0.6501
N -1.4273 1.0042 0.0947  0.1506
O -1.3878 2.2560 0.2076  -0.4819
O -2.7007 -2.1475 -0.0851  -0.5505
O -0.6214 -1.2383 -0.2047  -0.5221
H 3.8274 -0.8261 0.1311  0.2158
H 3.1409 0.7082 0.2215  0.1898
H 2.8616 -0.3187 -2.1234  0.2268
H 1.8385 -1.3863 -1.4699  0.2143
H 1.9554 -1.6158 1.1165  0.1979
H 2.5455 -0.3613 2.1366  0.2080
H 1.1560 1.6100 -1.0069  0.2475
H 0.2326 0.5285 -2.1053  0.2359
H -0.0203 -0.3796 2.0736  0.2330
H 0.9838 1.2606 1.4166  0.2442
H -4.2644 0.2415 -1.1650  0.2380
H -3.9023 1.5763 0.1779  0.2395
H -4.6208 0.1322 0.6761  0.2465

The value obtained for the total energy is -631.1079 hartree. The calculation puts the LUMO energy at 0.536 eV. For the energy above the lowest of the compared OMol25 structures with the same formula, charge and spin, the calculation gives 3.444 eV.